ORCA calculation (ωB97M-V with the def2-TZVPD basis set) on a 7-piece molecular cluster, C23H50Br8N2O7 overall in a non-equilibrium geometry.

Total energy   -22134.565662 Ha
SMILES   COCCNCCOC.COCCNCCOC.O=C1OCCO1.BrCCBr.BrCCBr.BrCCBr.BrCCBr

Each line ends with the Mulliken charge.
Geometry (Å):
C (-4.30, 2.41, 1.06)  -0.6546
O (-3.14, 2.78, 0.35)  -0.2064
C (-2.41, 3.83, 0.92)  -0.5920
C (-1.02, 3.84, 0.25)  0.1505
N (-0.28, 5.06, 0.56)  -0.3575
C (0.95, 4.87, 1.34)  -0.4469
C (0.62, 4.54, 2.79)  -0.1860
O (1.78, 4.21, 3.53)  -0.3773
C (2.82, 5.17, 3.57)  -0.7604
H (-5.06, 3.19, 0.98)  0.3421
H (-4.10, 2.17, 2.11)  0.3205
H (-4.67, 1.50, 0.59)  0.0526
H (-2.19, 3.65, 1.98)  0.2963
H (-2.88, 4.80, 0.75)  0.3572
H (-1.18, 3.69, -0.82)  0.4493
H (-0.43, 3.01, 0.65)  -0.4600
H (-0.08, 5.69, -0.19)  0.2627
H (1.48, 5.83, 1.31)  0.5252
H (1.57, 4.09, 0.88)  0.1250
H (-0.11, 3.73, 2.82)  -0.0811
H (0.05, 5.35, 3.27)  0.3621
H (3.43, 5.12, 2.66)  0.2932
H (3.49, 4.73, 4.31)  0.2669
H (2.40, 6.16, 3.73)  0.3348
C (2.76, 0.60, 2.02)  -0.7223
O (1.64, -0.12, 1.52)  0.1814
C (0.49, 0.13, 2.31)  -0.7120
C (-0.75, 0.02, 1.45)  -0.4908
N (-0.94, -1.35, 0.98)  -0.2349
C (-1.96, -1.38, -0.06)  -0.5688
C (-2.18, -2.76, -0.66)  0.0203
O (-1.13, -3.03, -1.56)  0.2458
C (-0.82, -4.41, -1.67)  -0.6249
H (2.55, 1.68, 2.01)  0.2190
H (3.60, 0.36, 1.37)  0.0877
H (2.92, 0.34, 3.07)  0.2707
H (0.57, 1.18, 2.65)  0.1152
H (0.46, -0.41, 3.27)  0.3746
H (-0.54, 0.70, 0.62)  0.0574
H (-1.64, 0.39, 1.96)  0.4904
H (-0.06, -1.68, 0.60)  0.1956
H (-1.71, -0.74, -0.93)  0.1757
H (-2.87, -0.94, 0.34)  0.5390
H (-3.21, -2.77, -1.01)  -0.6842
H (-2.09, -3.43, 0.21)  0.5337
H (-0.27, -4.76, -0.80)  -0.0421
H (-0.19, -4.52, -2.56)  0.1980
H (-1.71, -5.00, -1.88)  0.2940
O (-0.65, 1.11, -6.30)  -0.5564
C (-1.10, 0.09, -5.88)  0.6122
O (-2.39, -0.27, -5.94)  -0.3589
C (-2.55, -1.58, -5.41)  -0.1732
C (-1.28, -1.80, -4.59)  0.4397
O (-0.39, -0.83, -5.17)  -0.3605
H (-3.38, -1.57, -4.70)  0.1881
H (-2.65, -2.32, -6.21)  0.2396
H (-0.85, -2.77, -4.86)  0.1968
H (-1.36, -1.66, -3.52)  -0.2771
Br (7.48, 1.69, -0.02)  -0.1459
C (6.87, 0.83, 1.62)  -0.5471
C (6.78, -0.65, 1.40)  -0.6411
Br (5.96, -1.51, 2.99)  -0.1316
H (5.95, 1.28, 1.97)  0.2751
H (7.57, 1.05, 2.42)  0.4216
H (7.77, -1.08, 1.25)  0.4373
H (6.17, -0.95, 0.55)  0.3778
Br (-5.43, -0.91, -1.72)  -0.1160
C (-6.44, -2.46, -2.50)  -0.5901
C (-5.89, -3.79, -2.04)  -0.5962
Br (-4.38, -4.41, -3.11)  -0.1381
H (-6.17, -2.29, -3.54)  0.2832
H (-7.51, -2.28, -2.41)  0.4118
H (-6.64, -4.57, -2.08)  0.4151
H (-5.58, -3.72, -1.00)  0.3688
Br (2.57, -1.86, 4.89)  -0.1903
C (2.65, -2.84, 3.18)  -0.5083
C (1.29, -3.48, 2.96)  -0.6298
Br (1.39, -4.87, 1.58)  -0.1701
H (3.37, -3.63, 3.39)  0.5948
H (3.05, -2.27, 2.34)  0.1532
H (0.47, -2.79, 2.79)  0.3024
H (1.07, -4.05, 3.86)  0.4793
Br (0.85, 1.35, -2.14)  -0.1562
C (1.48, -0.49, -1.78)  0.1736
C (2.14, -1.12, -2.98)  -0.3103
Br (2.86, -2.86, -2.42)  -0.2085
H (0.62, -1.02, -1.40)  -0.3786
H (2.22, -0.41, -0.99)  0.2789
H (2.95, -0.51, -3.37)  0.5150
H (1.46, -1.30, -3.81)  0.0849